Computed, not measured: a molecular structure, C34H70FN3O13S, with ωB97M-V/def2-TZVPD.

Results
- LUMO level (eV) = -0.59
- energy above the lowest of the compared OMol25 structures with the same formula, charge and spin (kJ/mol) = 14.9
- frontier orbital gap (eV) = 8.35
- DFT total energy (eV) = -81025.7208
- maximum force (hartree/bohr) = 0.024
- total charge = 0

Each line ends with the Löwdin charge.
Atoms and positions in Å:
O -3.1254 6.0965 2.3194  -0.21
C -5.9603 0.3838 -4.9745  -0.11
C 6.2348 0.4136 3.1153  -0.20
H -0.6740 2.4176 0.4763  0.08
H -6.5899 0.6631 -4.1305  0.09
C -0.5735 0.0390 2.9552  -0.04
C -0.9160 -0.6878 0.5874  -0.17
H 11.9278 -2.1995 6.8485  0.13
H 0.7019 -1.8416 -7.2141  0.09
H -4.7087 -0.8332 -6.6806  0.12
H -7.5786 -5.6306 -3.5732  0.09
C 12.1942 -0.1457 6.2501  -0.20
H -0.0984 3.9626 1.1009  0.08
O 5.0763 -1.7350 3.0528  -0.20
S -0.0982 -2.1412 -2.7495  1.04
C -0.2581 -0.4427 -9.5010  -0.11
H -0.7334 0.1561 -10.2858  0.09
C 1.6914 -1.7581 0.5124  0.01
H -5.7813 -2.2331 -6.8181  0.13
H -0.3347 -0.5825 3.8101  0.13
H 6.9415 0.1081 2.3369  0.13
H -0.4820 -0.3961 -5.7262  0.12
H -5.8250 -5.6819 -3.3125  0.09
N -0.4218 2.5454 2.5929  -0.15
H -4.9140 0.5003 -4.6841  0.08
H 9.2995 1.1891 6.9737  0.09
H 10.8084 1.1974 7.9078  0.08
H -8.7510 -5.6479 0.1638  0.09
C 4.7809 -2.2484 4.3400  -0.11
N -1.1214 -1.4094 -1.7632  -0.19
H 1.8195 -1.0533 2.5185  0.11
O -6.2689 -0.9542 -5.3187  -0.19
H -5.0673 6.0271 1.5973  0.13
C -8.4188 -5.7497 -0.8751  -0.11
O -0.0960 0.3295 -8.3245  -0.19
H -2.4361 2.0748 2.0318  0.08
C -2.6748 8.7767 0.6125  -0.11
H -2.2424 -0.3903 -5.8300  0.11
O -3.8961 8.1194 0.3184  -0.19
C -5.2660 -1.5810 -6.1061  -0.19
H -0.8546 -1.3395 -9.3231  0.08
H -6.1787 1.0528 -5.8147  0.09
H -4.2997 6.4629 3.9861  0.09
C 12.4272 -1.2947 7.2092  -0.21
H 10.3623 -0.9402 9.7178  0.09
H -2.7698 7.3563 3.8757  0.09
H 0.1558 -2.8574 -5.8513  0.06
H 4.1898 0.0299 3.6904  0.12
N 1.1694 -2.3629 -1.8208  -0.22
H -6.4863 -4.7849 -4.6968  0.08
C -8.8221 -3.5694 -1.7182  -0.20
H -4.1421 7.8373 2.8602  0.08
C 7.8069 -0.7695 4.4430  -0.11
H -2.0355 8.1801 1.2659  0.08
H -2.7405 6.5283 -0.3354  0.13
H 0.9979 2.6000 1.0489  0.09
H -2.1408 3.6590 2.7910  0.07
C -0.4426 -1.2920 -0.6044  -0.29
C 0.8549 -1.8230 -0.6241  -0.36
C -0.0319 2.8856 1.2275  -0.05
C 1.2086 -1.1568 1.6386  -0.01
C -0.1034 -0.6299 1.6824  -0.14
H -3.8447 -2.5802 -2.5285  0.09
O -6.6780 -3.8983 -2.8336  -0.21
C -7.9198 -3.2115 -2.8805  -0.20
O 10.8181 0.1610 6.0959  -0.21
C -3.6213 6.9883 3.3055  -0.10
H -8.5575 -6.7840 -1.1867  0.09
O 1.3170 1.3460 3.4283  0.11
C 10.7200 -1.4839 8.8448  -0.11
H -8.3414 -3.3139 -0.7683  0.13
H 3.6969 -2.3416 4.4729  0.08
H -8.4249 -3.3991 -3.8324  0.13
H -4.4623 6.4836 -0.7394  0.13
C 10.3851 1.2440 6.9030  -0.10
H 10.7695 -2.5507 9.0887  0.09
C -6.6527 -5.0581 -3.6487  -0.11
H 10.6584 2.1971 6.4380  0.09
H -2.1025 2.2139 3.7744  0.09
O -1.3569 -1.8942 -6.8665  -0.20
F -2.1506 -0.1707 0.6042  0.09
C -1.3275 -0.5515 -6.4045  -0.20
H 5.1860 -1.6185 5.1338  0.08
H 13.5016 -1.4980 7.2500  0.13
C -1.8692 2.6117 2.7938  -0.07
H -2.9157 9.7119 1.1156  0.09
H 0.7328 -0.7419 -9.8397  0.09
H 12.5695 -0.4381 5.2645  0.13
H -5.2018 -1.5547 -3.0561  0.07
H -0.1270 -3.3776 -7.5243  0.09
H -9.7396 -2.9788 -1.7999  0.13
H -1.2942 1.4495 -7.1314  0.13
H 12.7501 0.7406 6.5716  0.13
H 5.2299 -3.2381 4.4127  0.09
C -4.0390 5.8729 1.2562  -0.21
O -9.2064 -4.9353 -1.7261  -0.19
C -4.3192 -2.4265 -5.2811  -0.19
H 6.0425 1.4839 2.9944  0.13
C -1.2807 0.4383 -7.5498  -0.20
C 4.9223 -0.3251 2.9588  -0.21
O 6.8075 0.2375 4.4002  -0.19
H 8.7562 -0.3780 4.0650  0.09
H -7.6950 -2.1417 -2.8296  0.12
H 4.5250 -0.1157 1.9604  0.12
H 2.6946 -2.1507 0.4990  0.12
C -4.1158 -1.6561 -3.0470  -0.11
C 0.1796 1.3536 3.0468  -0.45
C -0.0831 -2.5132 -6.8625  -0.10
H 7.9426 -1.0565 5.4849  0.09
O 12.0114 -0.9920 8.5307  -0.19
H 7.5213 -1.6531 3.8688  0.08
H -3.6856 -0.8155 -2.5074  0.07
O -3.5671 -1.6576 -4.3568  -0.22
H -2.1337 9.0026 -0.3126  0.09
H 10.0148 -1.3351 8.0248  0.08
H -7.3579 -5.5012 -0.9402  0.08
H -3.9370 4.8230 0.9620  0.12
C -3.7449 6.7365 0.0471  -0.21
H -3.6017 -2.8996 -5.9583  0.12
H -2.1641 0.3265 -8.1873  0.12
H -1.6456 0.1730 2.9427  0.10
H -4.8673 -3.2136 -4.7580  0.10


Computed, not measured: a molecular structure, C34H29Cl4N5O5Ta, with ωB97M-V/def2-TZVPD.

Results
- LUMO level (eV) = -3.26
- energy above the lowest of the compared OMol25 structures with the same formula, charge and spin (kJ/mol) = 0.0
- frontier orbital gap (eV) = 7.58
- DFT total energy (eV) = -105055.3061
- maximum force (hartree/bohr) = 0.020
- total charge = +1

Each line ends with the Löwdin charge.
Atoms and positions in Å:
O -1.0532 1.5289 -1.0704  -0.22
C 0.7910 1.4764 -2.4451  -0.33
C -4.2089 -2.6711 4.3481  -0.01
C -2.6195 -1.7262 -3.0677  -0.06
H 1.7210 0.4021 6.3388  0.11
H 0.9896 -2.2426 -1.1653  0.10
C 1.8696 5.1464 4.5367  -0.06
C -0.8727 3.1624 -2.8704  -0.61
H -1.7070 -1.3974 4.0638  0.15
H -2.6108 -1.7056 -4.1496  0.11
C 0.9147 -1.0542 3.3974  -0.04
N -2.7023 -1.8773 1.0920  0.16
H 2.0343 -1.5732 -0.2215  0.08
H -3.4118 -6.2541 3.2019  0.12
C -0.1574 -0.2459 3.0426  -0.30
H 2.0025 5.9664 5.2299  0.11
C 2.6377 3.0566 3.6193  -0.02
N 1.3593 1.9978 1.8116  -0.15
C -1.5923 -1.1466 -2.3552  -0.11
H -1.8905 1.8234 2.4988  0.07
H -0.2141 1.7956 5.7242  0.12
C -3.6409 -5.2410 3.5101  -0.03
H -1.6518 -4.3362 1.3011  0.08
Cl 2.1059 3.6233 -5.5064  0.71
C -1.5636 -1.1478 -0.9448  -0.20
C 1.5855 1.9426 -3.4682  -0.61
C 2.7892 4.1036 4.5104  -0.06
Cl -2.3887 3.8571 -2.4582  0.75
C 1.1922 0.2094 5.4142  -0.06
C 1.5537 3.0826 2.7569  -0.17
H 3.6280 4.1011 5.1936  0.11
C -2.7605 -4.2207 3.1579  -0.21
H -5.6108 -3.3335 -0.9799  0.09
H 1.2136 -1.8513 2.7270  0.12
C -1.9015 -1.4021 2.0485  -0.33
H 3.3381 2.2341 3.5962  0.12
O 1.8394 0.1626 0.8920  -0.25
H -0.2053 4.0867 2.0693  0.12
N -2.1942 -1.8331 3.2959  0.16
H -4.4152 -1.6549 4.6616  0.12
H -5.9443 -3.5056 5.2878  0.11
C -5.0628 -3.7055 4.6935  -0.07
C 0.1036 0.9938 5.0669  -0.03
H -1.2429 -5.5739 2.4832  0.09
C 1.5979 -0.8257 4.5797  -0.06
C -1.5134 -4.5255 2.3693  -0.02
C -1.8271 1.5933 3.5602  -0.02
C 0.6245 4.1037 2.7604  -0.01
H -0.7903 -0.6739 -2.9105  0.10
O 1.0688 0.3973 -1.6483  -0.24
Ta -0.0716 0.2046 -0.0843  1.95
C -3.7060 -2.3499 -1.0050  -0.20
H 2.4339 -1.4564 4.8527  0.11
C -4.7766 -4.9944 4.2671  -0.06
H -2.7391 1.0538 3.8340  0.08
N -0.8944 -0.5423 1.8272  -0.01
H -5.4321 -5.8127 4.5347  0.11
C -0.0898 3.6336 -3.9267  -0.69
C -2.6309 -1.7657 -0.3107  -0.20
Cl -0.6439 4.9642 -4.8567  0.71
C -3.6788 -2.3154 -2.3850  -0.03
O 1.1017 -1.8322 -0.2967  -0.08
C -0.4066 2.0991 -2.1314  -0.33
H -4.5533 -3.8513 0.3223  0.09
H -3.4545 -2.4534 1.4405  0.11
H -5.3557 -2.2735 0.3991  0.09
C -3.0753 -2.9279 3.5872  -0.21
C 0.7902 5.1428 3.6669  -0.05
H -1.8200 2.5279 4.1196  0.09
N 2.2219 1.1034 1.6936  0.08
H -4.5002 -2.7561 -2.9376  0.12
O 0.2321 1.9591 1.1187  -0.18
H 0.0720 5.9514 3.6844  0.11
H -0.6706 -3.9175 2.7036  0.08
C -4.8627 -2.9835 -0.2719  -0.03
C -0.6029 0.7770 3.8833  -0.24
Cl 3.0889 1.1680 -3.7685  0.74
C 1.1380 3.0324 -4.2193  -0.69


Computed, not measured: 2 unconnected molecules or ions with the total composition CNO4S, with ωB97M-V/def2-TZVPD.

Results
- LUMO level (spin up / spin down) (eV) = 2.40 / 3.01
- energy above the lowest of the compared OMol25 structures with the same formula, charge and spin (kJ/mol) = 357.1
- frontier orbital gap (spin up / spin down) (eV) = 6.93 / 7.20
- DFT total energy (eV) = -21549.7880
- maximum force (hartree/bohr) = 0.070
- total charge = -1

Each line ends with the Löwdin charge.
Atoms and positions in Å:
S 0.5041 -0.7020 -0.6053  0.41
N -0.8157 -1.1063 1.6547  -0.40
O -0.3070 -1.9702 2.2459  0.03
O 0.3660 1.9774 -0.9509  -0.03
C 0.8848 1.1322 -1.6018  -0.99
O -1.8112 -0.4465 1.7814  0.02
O 1.3717 0.8422 -2.6545  -0.03


- Which value of maximum force does entry 2 give?
  0.020 hartree/bohr


- What is the DFT total energy in the third record?
  -21549.7880 eV


- Look up the total charge of the third one.
  -1